Record 1
Molecular formula: C14H11I2NS6Ti
Method: DFT, ωB97M-V/def2-TZVPD

Its highest occupied orbital energy is -7.83 eV. Its spin multiplicity is 1. As for the HOMO-LUMO gap: 6.7 eV. The calculation puts the energy above the lowest of the compared OMol25 structures with the same formula, charge and spin at 6.57 kcal per mole. For the energy, the calculation gives -120515.966 eV.

XYZ file:
```
35
C14H11I2NS6Ti (ωB97M-V/def2-TZVPD)
Ti 1.655 -0.270 -0.233
S 1.321 3.953 1.252
C 2.936 3.514 1.585
C 3.219 2.244 1.189
C 2.115 1.592 0.557
C 1.020 2.421 0.536
C -0.288 2.022 0.029
C -1.421 2.827 0.086
C -2.618 2.346 -0.405
C -2.655 1.081 -0.974
C -1.488 0.348 -1.009
N -0.336 0.784 -0.498
H 3.597 4.221 2.063
H 4.189 1.794 1.330
H -1.351 3.813 0.524
H -3.512 2.953 -0.355
H -3.564 0.668 -1.387
H -1.464 -0.625 -1.472
I 4.805 -0.617 -0.337
C 3.059 -1.823 -0.062
I 1.746 -0.194 -2.891
H 3.139 -2.282 0.919
H 3.088 -2.572 -0.847
C -0.540 -3.115 -2.118
S 0.231 -2.742 -0.529
C -1.119 -2.311 0.509
C -0.892 -1.489 1.543
S 0.640 -0.744 1.951
S -2.298 -1.113 2.507
C -3.455 -2.044 1.615
S -5.044 -2.124 1.979
S -2.739 -2.904 0.282
H 0.290 -3.362 -2.778
H -1.074 -2.270 -2.541
H -1.191 -3.981 -2.019
```



Record 2
Molecular formula: C14H11N5Se4Sn
Method: DFT, ωB97M-V/def2-TZVPD

Its highest occupied orbital energy (spin up / spin down) is -13.88 / -13.88 eV. Its spin multiplicity is 1. Its total charge is +2. As for the HOMO-LUMO gap (spin up / spin down): 5.5 / 5.5 eV. The calculation puts the energy above the lowest of the compared OMol25 structures with the same formula, charge and spin at 9.63 kcal per mole. For the energy, the calculation gives -289349.198 eV.

XYZ file:
```
35
C14H11N5Se4Sn (ωB97M-V/def2-TZVPD)
Sn 0.023 -0.077 -0.488
N 2.266 3.543 1.147
C 1.872 2.298 0.990
N 0.681 1.949 0.548
C -0.254 2.959 0.268
N -1.485 2.664 -0.001
N -1.681 1.306 0.056
C -2.808 0.848 0.428
C -2.889 -0.593 0.680
C -4.082 -1.221 0.972
C -4.068 -2.580 1.270
C -2.861 -3.253 1.271
C -1.702 -2.554 0.962
N -1.708 -1.252 0.675
C 0.176 4.347 0.313
C -0.656 5.403 -0.070
C -0.198 6.699 0.018
C 1.088 6.962 0.496
C 1.924 5.933 0.881
C 1.457 4.630 0.781
H 3.193 3.720 1.510
H 2.584 1.522 1.245
H -3.645 1.510 0.630
H -5.005 -0.657 0.965
H -4.988 -3.097 1.503
H -2.802 -4.304 1.514
H -0.741 -3.052 0.960
H -1.652 5.185 -0.430
H -0.837 7.518 -0.280
H 1.437 7.983 0.565
H 2.922 6.135 1.250
Se 3.423 -0.289 -0.715
Se 4.856 -1.851 -0.179
Se 3.608 -3.794 -0.110
Se 1.578 -3.172 -0.595
```



Record 3
Molecular formula: C14H12Cl2N2O2
Method: DFT, ωB97M-V/def2-TZVPD

Its highest occupied orbital energy is -8.84 eV. Its spin multiplicity is 1. As for the HOMO-LUMO gap: 9.5 eV. The calculation puts the energy above the lowest of the compared OMol25 structures with the same formula, charge and spin at 32.09 kcal per mole. Its SMILES is O=C(Nc1cc(Cl)ccc1Cl)c1noc2c1CCCC2. For the energy, the calculation gives -46832.559 eV.

XYZ file:
```
32
C14H12Cl2N2O2 (ωB97M-V/def2-TZVPD)
O 1.364 2.487 1.233
C 0.441 1.706 1.148
N -0.803 2.026 1.610
C -1.991 1.304 1.462
C -2.784 1.055 2.577
C -3.975 0.362 2.446
Cl -4.937 0.066 3.845
C -4.399 -0.097 1.209
C -3.627 0.165 0.093
C -2.443 0.873 0.211
Cl -1.547 1.250 -1.214
C 0.601 0.342 0.604
N -0.085 -0.686 1.056
O 0.348 -1.784 0.397
C 1.309 -1.425 -0.467
C 1.531 -0.077 -0.382
C 2.531 0.651 -1.202
C 2.952 -0.245 -2.371
C 3.270 -1.665 -1.895
C 2.013 -2.368 -1.369
H -0.841 2.864 2.176
H -2.457 1.397 3.546
H -5.324 -0.644 1.119
H -3.952 -0.166 -0.881
H 3.394 0.898 -0.576
H 2.114 1.594 -1.560
H 2.143 -0.287 -3.103
H 3.827 0.183 -2.861
H 4.015 -1.614 -1.098
H 3.693 -2.246 -2.715
H 1.352 -2.636 -2.199
H 2.265 -3.288 -0.839
```



Record 4
Molecular formula: C14H12N2O2S
Method: DFT, ωB97M-V/def2-TZVPD

Its highest occupied orbital energy is -7.60 eV. Its spin multiplicity is 1. As for the HOMO-LUMO gap: 8.1 eV. The calculation puts the energy above the lowest of the compared OMol25 structures with the same formula, charge and spin at 292.51 kcal per mole. For the energy, the calculation gives -32610.518 eV.

XYZ file:
```
31
C14H12N2O2S (ωB97M-V/def2-TZVPD)
O 4.748 -3.147 -0.834
C 3.758 -2.084 -0.743
C 2.346 -2.348 -0.892
C 1.626 -1.191 -0.759
C 2.164 0.193 -0.591
C 3.638 0.256 -0.259
C 4.562 -0.777 -0.328
H 5.458 -0.799 -0.473
H 3.982 1.110 -0.154
C 1.215 1.187 -0.260
C 1.523 2.163 0.281
S 0.156 3.235 0.184
C -0.776 2.169 -0.528
N -0.108 0.878 -0.555
N -2.105 2.142 -0.854
H -2.466 2.928 -0.181
C -2.867 1.117 -0.927
C -3.264 0.345 0.375
C -4.481 0.536 1.153
C -4.186 -0.351 2.371
C -3.135 -1.111 1.863
O -2.496 -0.852 0.931
H -2.724 -2.022 2.550
H -4.770 -0.416 3.286
H -5.172 1.204 0.854
H -2.353 0.256 -1.514
H -3.715 1.421 -1.584
H 2.362 2.619 0.602
H 0.718 -1.345 -0.757
H 2.123 -3.234 -1.081
H 4.242 -4.081 -1.175
```